Entry 1:
{
  "formula": "C23H41BCl3F2KNNa2O7S2",
  "method": "ωB97M-V/def2-TZVPD",
  "symbols": ["C", "C", "C", "B", "C", "C", "C", "S", "O", "C", "C", "O", "H", "H", "H", "H", "H", "H", "H", "H", "H", "H", "H", "H", "H", "H", "H", "H", "C", "Cl", "Cl", "Cl", "H", "Na", "K", "N", "C", "C", "C", "C", "C", "H", "H", "H", "H", "H", "C", "C", "O", "C", "C", "H", "H", "H", "H", "H", "H", "H", "H", "H", "H", "F", "Na", "C", "C", "O", "C", "O", "O", "F", "H", "H", "H", "C", "S", "O", "C", "H", "H", "H", "H", "H", "H"],
  "coordinates": [[-0.50834, 2.35695, -2.01690], [0.47392, 1.66492, -1.38187], [0.15111, 0.97685, -0.07960], [1.42587, 0.37057, 0.74636], [2.64411, 1.38093, 1.16222], [2.69341, 1.55654, 2.67424], [1.51112, 2.45235, 3.09414], [2.01750, 4.22982, 3.00269], [0.77998, -0.21070, 2.00749], [0.68711, -1.59055, 2.01504], [1.53774, -2.01652, 0.70220], [1.96129, -0.86131, 0.11540], [-0.95011, 3.20584, -1.49905], [-0.91161, 2.06369, -2.98365], [1.46148, 1.61803, -1.83670], [-0.38993, 1.69068, 0.57104], [-0.52648, 0.15232, -0.30998], [3.59849, 0.92279, 0.88532], [2.61256, 2.35404, 0.65699], [2.72360, 0.60386, 3.19792], [3.60741, 2.08708, 2.95289], [1.23076, 2.19522, 4.17897], [0.56619, 2.25405, 2.47818], [1.07432, 4.82265, 3.77250], [-0.33225, -2.01805, 1.88421], [1.17299, -1.88706, 2.96166], [0.79972, -2.52352, 0.06219], [2.31085, -2.68647, 1.10156], [4.94065, 0.03400, 5.62057], [3.83197, 1.16121, 6.42062], [4.09532, -1.45052, 5.16994], [5.70837, 0.76711, 4.21855], [5.71877, -0.22178, 6.32723], [-0.51526, -3.91206, 1.99234], [-0.25153, 1.96371, 4.23249], [-3.92971, 0.84998, 3.24213], [-3.98345, 1.49507, 2.07459], [-5.08010, 1.46966, 1.23007], [-6.18578, 0.73057, 1.61419], [-6.15094, 0.05195, 2.82092], [-5.00562, 0.14519, 3.59370], [-3.09507, 2.05827, 1.80900], [-5.06650, 2.01378, 0.29622], [-7.06278, 0.68365, 0.98185], [-6.99326, -0.53669, 3.15634], [-4.93576, -0.36685, 4.54692], [0.17974, 1.40968, -6.08722], [-1.01311, 0.52550, -5.77529], [-2.26168, 1.17541, -5.93978], [-2.53668, 1.63026, -7.24231], [-2.57867, 0.49273, -8.24936], [0.13014, 2.33222, -5.50963], [1.10819, 0.89277, -5.84456], [0.21776, 1.68548, -7.14520], [-0.96327, 0.22013, -4.73163], [-0.98261, -0.40273, -6.37209], [-1.82392, 2.40177, -7.54944], [-3.51478, 2.10733, -7.20723], [-1.59829, 0.04452, -8.35619], [-2.89605, 0.85274, -9.22910], [-3.27189, -0.28733, -7.91730], [-1.19637, -4.03885, -0.90616], [-1.13751, -1.37996, -8.79603], [2.81105, 2.66202, 10.90260], [2.01760, 1.47200, 11.38025], [0.85305, 1.53682, 10.57044], [1.22168, 2.13102, 9.40514], [0.57769, 2.11227, 8.40890], [2.42332, 2.74177, 9.52533], [1.66113, 1.59695, 12.67783], [2.52385, 3.58050, 11.41567], [3.88439, 2.52257, 11.00037], [2.50999, 0.50944, 11.23170], [1.70977, -6.32445, -8.78059], [0.02190, -5.97293, -9.27977], [-0.13505, -4.48310, -9.27542], [-0.75765, -6.59094, -7.78477], [2.37606, -5.97571, -9.56683], [1.93571, -5.80379, -7.85016], [1.82949, -7.39960, -8.65300], [-0.37268, -6.05441, -6.91749], [-0.55800, -7.65752, -7.68951], [-1.83034, -6.42927, -7.86869]],
  "homo_lumo_gap_ev": 4.77,
  "total_charge": 1,
  "homo_energy_ev": -8.106,
  "energy_ev": -130832.184,
  "e_lumo_ev": -3.33
}


Entry 2:
{
  "formula": "C5H12N2",
  "method": "ωB97M-V/def2-TZVPD",
  "symbols": ["C", "C", "C", "N", "N", "H", "H", "H", "H", "H", "H", "H", "H", "H", "H", "C", "C", "H", "H"],
  "coordinates": [[1.24406, -1.02568, 1.03963], [-0.79785, -1.66683, -0.03956], [-1.69597, 1.11395, 0.50981], [0.04714, -0.52914, 0.34615], [-0.67889, 0.36346, 1.25389], [-0.03080, 1.05382, 1.64372], [1.91951, -0.19604, 1.27973], [0.99975, -1.55181, 1.96987], [-1.63433, -1.33767, -0.66561], [-0.22659, -2.37393, -0.65248], [-1.19828, -2.20392, 0.82728], [1.80840, -1.70742, 0.39307], [-2.59940, 0.51161, 0.37220], [-1.98511, 1.99910, 1.08584], [-1.33716, 1.45683, -0.46642], [1.54178, 1.63563, -1.63444], [1.55972, 1.43507, -2.81798], [1.56566, 1.24426, -3.86484], [1.49835, 1.77870, -0.57986]],
  "e_above_lowest_kj_mol": 403.4,
  "homo_lumo_gap_ev": 8.89,
  "homo_energy_ev": -7.851,
  "energy_ev": -8355.955,
  "e_lumo_ev": 1.03
}


Entry 3:
{
  "formula": "C3H11N3O",
  "method": "ωB97M-V/def2-TZVPD",
  "symbols": ["N", "C", "O", "H", "H", "H", "H", "C", "N", "C", "N", "H", "H", "H", "H", "H", "H", "H"],
  "coordinates": [[0.30826, -0.27478, -2.80181], [0.29880, 1.09733, -2.20508], [0.09950, 1.00896, -0.75211], [0.40451, -0.23593, -3.81257], [1.00655, -0.89850, -2.48616], [1.22048, 1.71271, -2.40151], [-0.46707, 1.73478, -2.60126], [0.90746, -1.68755, 1.55107], [-1.57125, 1.02580, 1.37416], [-1.00308, -0.07471, 1.89340], [-0.39817, -1.01025, 1.11423], [1.05278, -2.59740, 0.97744], [0.95683, -1.89977, 2.62835], [1.73667, -1.05508, 1.19093], [-1.69870, 1.23982, 0.33806], [-1.67892, 1.85808, 1.97723], [-1.02781, -0.38477, 2.94909], [-0.14683, 0.44125, 1.06654]],
  "e_above_lowest_kj_mol": 768.4,
  "homo_lumo_gap_ev": 6.66,
  "homo_energy_ev": -6.783,
  "energy_ev": -9800.038,
  "e_lumo_ev": -0.12
}


What did the second record say?
{
  "formula": "C5H12N2",
  "method": "ωB97M-V/def2-TZVPD",
  "symbols": ["C", "C", "C", "N", "N", "H", "H", "H", "H", "H", "H", "H", "H", "H", "H", "C", "C", "H", "H"],
  "coordinates": [[1.24406, -1.02568, 1.03963], [-0.79785, -1.66683, -0.03956], [-1.69597, 1.11395, 0.50981], [0.04714, -0.52914, 0.34615], [-0.67889, 0.36346, 1.25389], [-0.03080, 1.05382, 1.64372], [1.91951, -0.19604, 1.27973], [0.99975, -1.55181, 1.96987], [-1.63433, -1.33767, -0.66561], [-0.22659, -2.37393, -0.65248], [-1.19828, -2.20392, 0.82728], [1.80840, -1.70742, 0.39307], [-2.59940, 0.51161, 0.37220], [-1.98511, 1.99910, 1.08584], [-1.33716, 1.45683, -0.46642], [1.54178, 1.63563, -1.63444], [1.55972, 1.43507, -2.81798], [1.56566, 1.24426, -3.86484], [1.49835, 1.77870, -0.57986]],
  "e_above_lowest_kj_mol": 403.4,
  "homo_lumo_gap_ev": 8.89,
  "homo_energy_ev": -7.851,
  "energy_ev": -8355.955,
  "e_lumo_ev": 1.03
}